Entry from the OMol25 dataset: a 12-piece molecular cluster, C46H51F11NO35 overall (ωB97M-V with the def2-TZVPD basis set).

Geometry as XYZ:
```
144
Properties=species:S:1:pos:R:3
C 2.834 3.452 4.505
C 1.489 3.313 3.793
C 0.419 2.757 4.481
C -0.826 2.643 3.872
C -0.954 3.102 2.581
C 0.100 3.652 1.894
C 1.345 3.777 2.478
C 2.458 4.439 1.674
C 3.604 3.477 1.212
C 4.548 4.431 0.521
N 4.769 4.104 -0.691
C 4.073 2.845 -1.046
C 3.085 2.504 0.091
C 3.177 1.113 0.740
O 2.376 0.136 0.088
O 1.896 -0.723 1.103
H 3.205 4.470 4.329
H 3.550 2.707 4.145
H 2.717 3.293 5.582
H 0.553 2.416 5.505
H -1.648 2.206 4.426
H -1.931 3.025 2.106
H -0.105 4.015 0.887
H 2.879 5.249 2.289
H 2.001 4.828 0.754
H 4.200 2.954 1.966
H 4.932 5.293 1.067
H 5.354 4.667 -1.300
H 3.617 3.029 -2.024
H 4.827 2.047 -1.099
H 2.049 2.625 -0.240
H 4.227 0.787 0.850
H 2.791 1.204 1.766
H 1.015 -0.382 1.339
C 8.094 2.164 5.629
C 7.613 0.769 5.347
O 6.408 1.006 4.624
C 6.577 2.189 3.987
O 5.887 2.566 3.088
O 7.616 2.883 4.485
F 7.320 0.106 6.481
H 7.651 2.585 6.533
H 9.178 2.226 5.707
H 8.292 0.168 4.740
C -1.548 -0.252 -1.378
C -1.108 -1.029 -0.167
O -2.208 -1.896 0.061
C -2.777 -2.117 -1.164
O -3.536 -2.996 -1.393
O -2.351 -1.211 -2.073
F -0.954 -0.215 0.915
H -2.158 0.615 -1.113
H -0.717 0.075 -1.990
H -0.201 -1.619 -0.310
C 3.547 -1.823 7.622
C 4.405 -2.650 8.542
O 5.141 -1.666 9.249
C 4.356 -0.552 9.291
O 4.535 0.369 10.015
O 3.336 -0.636 8.396
F 5.269 -3.432 7.848
H 4.060 -1.563 6.695
H 2.607 -2.306 7.378
H 3.847 -3.266 9.249
C 0.270 2.705 -5.484
C -0.874 1.839 -5.025
O -0.304 1.134 -3.927
C 0.645 1.954 -3.404
O 1.120 1.796 -2.324
O 0.964 2.954 -4.251
F -1.249 0.949 -5.966
H 0.932 2.186 -6.178
H -0.061 3.634 -5.941
H -1.753 2.394 -4.689
C -1.968 -1.713 -7.889
C -2.612 -1.502 -9.232
O -1.615 -1.964 -10.127
C -0.908 -2.922 -9.458
O -0.180 -3.701 -9.969
O -1.156 -2.865 -8.120
F -2.840 -0.184 -9.468
H -1.333 -0.878 -7.593
H -2.695 -1.899 -7.103
H -3.534 -2.065 -9.387
C 11.247 6.029 2.997
C 10.360 6.243 4.195
O 10.188 4.928 4.695
C 11.317 4.239 4.347
O 11.631 3.199 4.820
O 12.024 4.900 3.399
F 9.149 6.737 3.832
H 10.678 5.778 2.100
H 11.882 6.886 2.784
H 10.793 6.875 4.972
C -6.566 -3.270 -2.190
C -7.949 -2.743 -1.920
O -8.311 -2.177 -3.171
C -7.640 -2.887 -4.124
O -7.894 -2.868 -5.281
O -6.644 -3.623 -3.575
F -7.933 -1.762 -0.982
H -5.796 -2.512 -2.054
H -6.318 -4.134 -1.578
H -8.678 -3.504 -1.637
C -3.478 -4.712 -6.152
C -4.033 -6.093 -6.389
O -5.226 -5.830 -7.106
C -5.019 -4.672 -7.792
O -5.687 -4.289 -8.689
O -3.929 -4.007 -7.313
F -4.346 -6.706 -5.223
H -3.895 -4.244 -5.258
H -2.392 -4.700 -6.085
H -3.388 -6.745 -6.981
C -4.547 -2.976 1.991
C -4.153 -3.778 3.203
O -5.265 -4.632 3.387
C -5.812 -4.827 2.148
O -6.585 -5.681 1.883
O -5.344 -3.910 1.260
F -4.017 -2.987 4.301
H -5.155 -2.106 2.250
H -3.692 -2.647 1.405
H -3.250 -4.377 3.074
C -0.857 -0.598 7.898
C -1.317 -0.268 6.503
O -0.234 -0.716 5.703
C 0.342 -1.747 6.389
O 1.100 -2.532 5.924
O -0.066 -1.768 7.678
F -1.475 1.073 6.333
H -0.235 0.189 8.328
H -1.681 -0.806 8.576
H -2.233 -0.779 6.199
C -8.930 -2.151 -8.478
C -10.314 -1.617 -8.225
O -10.662 -1.052 -9.476
C -9.984 -1.767 -10.425
O -10.232 -1.747 -11.582
O -8.994 -2.506 -9.862
F -10.307 -0.636 -7.288
H -8.160 -1.392 -8.333
H -8.693 -3.014 -7.861
H -11.049 -2.377 -7.950
```

## Properties
LUMO energy   -0.1342 hartree
2S+1   1
Gap between HOMO and LUMO   8.0 eV
E_HOMO   -11.6 eV
Strongest force on any atom   0.0385 hartree/bohr
Charge   +1

***

Entry from the OMol25 dataset: C46H52BrNO4SeW as an isolated structure (ωB97M-V with the def2-TZVPD basis set).

Geometry as XYZ:
```
106
Properties=species:S:1:pos:R:3
W -0.775 -0.132 -0.214
C 5.142 2.668 2.904
C 4.662 1.497 3.778
C 4.551 1.980 5.225
C 5.691 0.357 3.721
C 3.326 1.009 3.228
C 3.273 0.464 1.943
C 2.055 0.096 1.428
Se 1.817 -0.895 -0.213
C 2.091 0.310 -1.697
C 3.357 0.684 -2.092
C 3.500 1.451 -3.245
C 2.338 1.792 -3.940
C 1.045 1.423 -3.572
C 0.950 0.634 -2.431
O -0.239 0.148 -1.919
C -0.166 1.787 -4.443
C 0.182 2.877 -5.463
C -1.342 2.319 -3.609
C -0.592 0.512 -5.193
C 4.867 1.843 -3.794
C 5.173 0.917 -4.984
C 4.857 3.304 -4.269
C 5.969 1.677 -2.741
C 0.878 0.212 2.173
O -0.263 -0.189 1.518
C 0.885 0.703 3.471
C 2.138 1.090 3.954
C -0.391 0.807 4.316
C -0.091 1.353 5.713
C -1.013 -0.592 4.473
C -1.387 1.762 3.637
H 6.102 3.034 3.271
H 4.429 3.495 2.936
H 5.275 2.366 1.862
H 5.532 2.315 5.563
H 4.229 1.177 5.894
H 3.865 2.824 5.323
H 6.629 0.689 4.167
H 5.907 0.045 2.696
H 5.341 -0.515 4.278
H 4.173 0.332 1.353
H 4.213 0.377 -1.504
H 2.447 2.380 -4.839
H 0.633 3.748 -4.983
H -0.733 3.203 -5.958
H 0.856 2.516 -6.243
H -1.058 3.229 -3.073
H -1.710 1.593 -2.889
H -2.168 2.561 -4.279
H 0.230 0.129 -5.800
H -1.433 0.728 -5.855
H -0.896 -0.275 -4.497
H 4.420 1.016 -5.769
H 5.205 -0.129 -4.667
H 6.145 1.172 -5.411
H 4.236 3.446 -5.156
H 5.871 3.606 -4.534
H 4.498 3.973 -3.483
H 6.124 0.628 -2.476
H 5.746 2.246 -1.834
H 6.911 2.047 -3.145
H 2.186 1.475 4.960
H 0.597 0.704 6.260
H -1.019 1.399 6.283
H 0.325 2.362 5.675
H -0.307 -1.274 4.952
H -1.309 -1.022 3.517
H -1.902 -0.529 5.103
H -0.932 2.742 3.470
H -2.260 1.896 4.279
H -1.734 1.380 2.680
C -5.241 0.394 0.422
C -5.439 1.719 0.059
C -4.339 2.519 -0.187
C -3.067 1.983 -0.095
N -2.889 0.673 0.179
C -3.957 -0.092 0.459
C -1.827 2.748 -0.205
C -1.789 4.126 -0.339
C -0.567 4.784 -0.356
C 0.607 4.060 -0.220
C 0.562 2.677 -0.097
C -0.655 2.009 -0.098
H -6.067 -0.260 0.660
H -6.439 2.128 -0.013
H -4.470 3.562 -0.439
H -3.761 -1.117 0.718
H -2.699 4.703 -0.427
H -0.535 5.861 -0.465
H 1.564 4.565 -0.204
H 1.494 2.140 0.008
Br -3.223 -1.160 -2.600
C -3.543 -2.971 -2.049
C -4.618 -3.663 -2.562
C -4.788 -4.988 -2.172
C -3.896 -5.592 -1.300
C -2.820 -4.882 -0.785
C -2.641 -3.561 -1.157
C -1.571 -2.651 -0.682
O -1.915 -1.774 0.251
O -0.495 -2.499 -1.241
H -5.304 -3.184 -3.249
H -5.625 -5.551 -2.566
H -4.039 -6.627 -1.019
H -2.127 -5.353 -0.100
```

## Properties
LUMO energy   -0.2863 hartree
2S+1   1
Gap between HOMO and LUMO   6.2 eV
E_HOMO   -13.9 eV
Strongest force on any atom   0.0426 hartree/bohr
Charge   +2